Record 1
Formula: C12H30F12KO6P2
Source: the OMol25 dataset
Level of theory: ωB97M-V/def2-TZVPD

```
! RIJCOSX wB97M-V def2-TZVPD def2/J DEFGRID3
* xyz -1 1
K -1.9286 -0.1220 -0.3061
P -3.5067 5.1965 2.8387
P -6.9672 -3.4893 1.8132
F -3.5101 3.5488 2.7915
F -5.1445 5.2461 2.8745
F -3.5999 5.2700 1.2072
F -5.6580 -3.7078 0.8508
F -1.8734 5.2845 2.6705
F -5.9799 -3.8517 3.0409
F -6.6650 -1.8821 1.8545
F -3.6044 6.8347 3.0313
F -3.4527 4.9255 4.4236
F -7.6199 -5.0548 1.8236
F -7.8125 -3.3838 0.4691
F -8.2657 -3.0041 2.7639
O 0.0887 -3.7623 2.5082
O -2.4220 0.9684 -4.7408
O 6.2985 0.1018 0.9465
O -0.1971 2.4935 -3.7162
O 5.9646 3.2804 2.0964
O -0.0147 -4.5868 -0.3059
C -3.4806 0.2952 -5.4166
C 0.4025 -5.0156 2.1159
C -0.1148 -5.5291 0.7684
C 5.2953 0.5297 0.0241
C 6.9795 2.2359 2.0533
C 6.4220 4.5788 2.3655
C -1.5611 1.6800 -5.6579
C -0.1867 1.8807 -4.9796
C 0.1465 -3.3934 3.8755
C -0.4530 -5.2035 -1.5052
C 6.4428 0.7672 2.1761
C -0.4354 3.8982 -3.7587
H -3.6481 0.5684 -6.4585
H -1.4271 4.2924 -3.9805
H -1.9386 2.6743 -5.8962
H 0.1813 -5.7299 2.9089
H 1.4887 -5.1005 2.0822
H -0.6407 -4.0080 4.3121
H -0.1867 -2.3580 3.9479
H -1.1732 -5.7335 0.9303
H -1.4617 1.0185 -6.5185
H 0.0834 -6.1391 -1.6639
H 0.1592 0.8837 -4.7068
H -0.2135 4.4068 -2.8205
H 7.5013 2.3356 1.1015
H 6.7715 4.6182 3.3972
H 5.5508 1.5414 -0.2908
H 5.5417 0.6270 2.7731
H 7.1334 0.1154 2.7111
H 0.4854 2.2093 -5.7723
H 1.0179 -3.6773 4.4655
H 0.4310 -6.4468 0.5495
H 5.1765 -0.1242 -0.8398
H 7.6329 2.3728 2.9150
H 0.3092 4.3223 -4.4324
H 7.1002 5.0275 1.6396
H -3.2507 -0.7679 -5.4886
H 5.5296 5.1968 2.4646
H -4.4272 0.2089 -4.8833
H 4.3353 0.6993 0.5119
H -1.5087 -5.4594 -1.5947
H -0.1393 -4.6039 -2.3597
*
```

LUMO energy: 0.2 eV
Kohn-Sham gap: 8.541 eV

Atomic partial charges in e from the natural (NBO) method, atoms 1 to 4: 0.99, 2.59, 2.59, -0.61

---

Record 2
Formula: C14H33F6NNiO17S6
Source: the OMol25 dataset
Level of theory: ωB97M-V/def2-TZVPD

```
! RIJCOSX wB97M-V def2-TZVPD def2/J DEFGRID3
* xyz 1 4
Ni -0.0196 -0.1674 0.1923
S 1.2860 -2.4363 -1.6650
S 2.8089 1.6301 -0.5316
S -0.7344 1.6327 -3.1544
S 1.1512 -0.3502 3.5511
S -3.2239 -0.5558 1.5586
S -0.4891 -3.4391 0.0290
F 2.6356 -3.5271 0.2609
F 2.4584 -4.7497 -1.6977
F -3.0974 -4.0937 -0.4015
F 3.8427 -3.0207 -1.4589
F -2.4757 -2.2649 -1.3193
F -1.7175 -4.0891 -2.1943
O -0.9025 -3.3808 1.4628
O 1.8462 -1.1782 -2.0439
O 2.7085 -0.7445 3.9242
O 3.4389 1.3113 -1.7743
O -3.9171 0.7875 1.6190
O 0.5553 -3.1342 -2.7313
O 0.8318 -0.6919 2.1509
O 0.1844 -4.7270 -0.2114
O 3.9911 2.0936 0.5474
O -1.8650 -0.6405 1.0726
O 0.1860 -0.5881 4.6176
O -0.3240 0.6049 -2.1725
O 0.1192 2.8149 -3.3081
O -4.1256 -1.6157 0.6695
O -2.2878 2.0336 -2.7941
O -0.7344 1.6738 0.3927
O 1.9181 0.7541 0.1939
N 0.2128 -2.0995 -0.2595
C 1.4554 1.4575 3.6564
C 6.1078 3.1930 1.0416
C 4.8074 0.3693 3.5240
C -5.5596 -1.0866 0.3255
C -6.2936 -2.0471 -0.5830
C -3.2315 0.9251 -2.7713
C -2.0935 -3.4651 -1.0002
C 2.6888 -3.5428 -1.0998
C -4.4354 1.1751 -3.6344
C 1.9378 3.2394 -0.7097
C 3.7397 -0.5914 2.9974
C -0.9253 0.8854 -4.7739
C 4.8193 3.2418 0.1989
C -3.3228 -1.4544 3.1476
H -6.0001 -1.0989 1.3225
H 4.1840 4.0731 0.5047
H -4.1436 1.3418 -4.6713
H -5.0660 0.2866 -3.6695
H 5.9986 2.3741 1.7527
H 4.1723 -1.5608 2.7499
H -3.0044 -0.7799 3.9424
H 1.9574 1.6226 4.6097
H -5.6221 -0.0791 -0.0857
H -7.3185 -1.6839 -0.6585
H 4.2829 1.2835 3.8024
H -6.1827 -3.0825 -0.2609
H -2.8286 -0.0764 -2.9219
H 5.0741 3.4449 -0.8413
H -5.8321 -1.8298 -1.5462
H 0.1002 0.6699 -5.0738
H -1.2740 1.6557 -5.4618
H -2.6605 -2.3197 3.1202
H 0.5115 2.0008 3.7000
H -3.5508 0.7344 -1.7467
H 2.2864 4.0825 -0.1132
H 6.1458 4.1676 1.5281
H 3.4723 -0.1795 2.0243
H 2.0754 1.8939 2.8733
H -1.5494 -0.0082 -4.7640
H 0.8607 3.1107 -0.6035
H 5.5493 0.6356 2.7712
H -4.3396 -1.6855 3.4651
H -0.7036 2.5166 -0.1006
H 5.4913 -0.0600 4.2562
H 2.0921 3.4842 -1.7605
H 6.9747 2.9175 0.4411
H -5.1087 2.0070 -3.4279
*
```

LUMO energy (alpha / beta): -2.5 / -7.2 eV
<S²>: 3.76
Kohn-Sham gap (alpha / beta): 9.955 / 5.274 eV

Atomic partial charges in e from the Löwdin method, atoms 1 to 4: 0.73, 0.75, 0.70, 0.70